1.
{
  "formula": "C7H6",
  "method": "wB97M-V/def2-TZVPD",
  "e_above_lowest_kj_mol": 580.07,
  "spin_multiplicity": 1,
  "symbols": ["C", "C", "C", "C", "C", "C", "C", "H", "H", "H", "H", "H", "H"],
  "xyz": [[-1.8775, -0.7154, 0.6866], [-1.3997, 0.4927, 0.5128], [0.7917, -0.8903, 0.0552], [0.9608, 0.6615, 0.2892], [-0.6501, -0.9669, -0.4152], [-0.3872, 1.3218, -0.1498], [-1.2547, 0.2342, -1.0424], [1.5534, -1.2941, -0.5711], [0.9866, -1.2775, 1.0047], [1.1270, 0.8689, 1.3117], [1.7942, 0.9789, -0.5236], [-1.0145, -1.7900, -0.8737], [-0.6300, 2.3761, -0.2845]],
  "atomic_forces_ev_per_a": [[0.25, 1.37, 0.38], [0.14, 0.08, 0.97], [-1.15, 2.75, 0.48], [1.12, 0.49, -4.28], [0.70, 0.40, 0.25], [-1.16, -2.16, 0.59], [0.99, 1.64, -0.64], [0.10, -0.19, -1.04], [-0.20, -1.32, 1.50], [0.85, 0.49, 0.83], [-1.62, -0.09, 2.46], [-0.40, -3.06, -1.35], [0.38, -0.38, -0.14]]
}

2.
{
  "formula": "C7H6",
  "method": "wB97M-V/def2-TZVPD",
  "e_above_lowest_kj_mol": 309.74,
  "spin_multiplicity": 1,
  "symbols": ["C", "C", "C", "C", "C", "C", "C", "H", "H", "H", "H", "H", "H"],
  "xyz": [[-1.7930, -0.9104, -0.7007], [-1.5421, 0.9536, 0.5806], [-0.4033, -0.9585, -0.5125], [-2.4852, 0.1559, -0.0076], [-0.0772, 0.9315, 0.6303], [0.5780, -0.1868, 0.0733], [2.0519, -0.4113, -0.1181], [-2.3112, -1.6083, -1.3626], [-2.0282, 1.7889, 1.1777], [0.5315, 1.7717, 0.9263], [2.8536, 0.0244, 0.5600], [2.3332, -0.0285, -1.1773], [2.2919, -1.5221, -0.0694]],
  "atomic_forces_ev_per_a": [[0.09, -0.65, -0.24], [-0.08, 3.60, 2.65], [-1.76, -0.57, -0.71], [4.62, -1.71, -0.86], [-1.67, -1.01, -0.86], [-1.53, 0.80, 0.09], [1.99, -0.69, -1.19], [0.29, 0.06, 0.33], [0.92, -0.58, -0.71], [-0.30, 0.25, 0.58], [-1.70, 0.01, -0.39], [-0.41, -0.80, 1.65], [-0.47, 1.29, -0.36]]
}

3.
{
  "formula": "C7H67NO31",
  "method": "wB97M-V/def2-TZVPD",
  "spin_multiplicity": 1,
  "total_energy_ev": -73309.941,
  "symbols": ["C", "C", "O", "C", "O", "C", "C", "C", "N", "C", "O", "O", "H", "H", "H", "H", "H", "H", "H", "H", "H", "H", "H", "H", "H", "O", "H", "H", "O", "H", "H", "O", "H", "H", "O", "H", "H", "O", "H", "H", "O", "H", "H", "O", "H", "H", "O", "H", "H", "O", "H", "H", "O", "H", "H", "O", "H", "H", "O", "H", "H", "O", "H", "H", "O", "H", "H", "O", "H", "H", "O", "H", "H", "O", "H", "H", "O", "H", "H", "O", "H", "H", "O", "H", "H", "O", "H", "H", "O", "H", "H", "O", "H", "H", "O", "H", "H", "O", "H", "H", "O", "H", "H", "O", "H", "H"],
  "xyz": [[4.1742, -0.6985, 1.0105], [4.4420, 0.6431, 0.3758], [3.2981, 1.1312, -0.3635], [2.2457, 1.3900, 0.4849], [2.3807, 2.1661, 1.3961], [0.9972, 0.6641, 0.1310], [-0.2611, 1.2429, 0.7741], [-1.4785, 0.6247, 0.0667], [-2.3278, -0.2342, 0.9210], [-1.7551, -1.4933, 1.1793], [-1.5564, -1.9440, 2.2696], [-1.4023, -2.2355, 0.0624], [5.0727, -1.1235, 1.4405], [3.4101, -0.6025, 1.7828], [3.7934, -1.4103, 0.2772], [4.7892, 1.3745, 1.0986], [5.2462, 0.5342, -0.3470], [0.9108, 0.7784, -0.9506], [1.1081, -0.3972, 0.3474], [-0.3005, 2.3221, 0.6845], [-0.3457, 0.9719, 1.8220], [-2.1268, 1.3940, -0.3383], [-1.1088, 0.0516, -0.7825], [-3.1954, -0.3915, 0.4111], [-0.4770, -2.4868, 0.1972], [-0.8065, 2.0403, 3.9658], [-0.5077, 2.5417, 4.7298], [-1.0334, 1.1770, 4.3391], [-4.0856, 1.5218, 4.1322], [-3.2414, 1.9454, 4.3320], [-3.8580, 0.8416, 3.4871], [0.3000, -3.1026, -2.9525], [-0.5080, -3.0744, -2.4320], [0.0631, -2.6158, -3.7515], [3.3794, 4.3017, -0.6393], [3.9108, 4.8193, -0.0256], [3.1149, 3.5210, -0.1348], [-5.3927, -0.4239, 1.8859], [-6.1821, 0.0906, 2.1008], [-5.3011, -1.0312, 2.6294], [2.1598, -0.4217, -2.8681], [1.8047, 0.3387, -3.3468], [2.7427, -0.0328, -2.2029], [5.6094, -3.4131, 2.3313], [6.3688, -3.6598, 2.8675], [5.3469, -4.2394, 1.9102], [-1.1264, -0.7800, -3.7432], [-0.6155, 0.0334, -3.8875], [-1.2070, -0.8495, -2.7882], [0.9093, 0.6093, -5.4530], [1.5388, -0.0920, -5.2300], [1.4340, 1.2460, -5.9507], [0.7522, 2.1248, -3.4551], [1.1487, 2.9850, -3.1962], [0.3278, 2.2945, -4.2999], [5.0271, 1.0143, 3.5695], [4.1870, 1.2779, 3.1741], [4.7800, 0.6774, 4.4362], [3.1229, -2.0664, -4.8454], [3.2578, -1.6971, -3.9604], [2.7094, -2.9193, -4.6784], [2.6725, 7.2161, 0.1915], [3.5907, 7.4915, 0.1098], [2.5922, 6.4467, -0.3846], [-2.3645, -3.5798, 5.0147], [-1.7228, -4.2497, 5.2735], [-1.9029, -3.0375, 4.3614], [-5.4628, 0.8190, 6.8380], [-4.6866, 0.2773, 7.0066], [-5.1675, 1.4290, 6.1495], [4.8002, -5.9987, 3.0626], [5.0798, -6.7897, 3.5373], [4.5275, -5.3842, 3.7537], [2.1341, -7.7432, 2.9047], [2.8142, -7.1082, 2.6481], [1.3244, -7.2265, 2.9503], [2.8973, 3.6624, -3.3259], [3.2283, 4.3952, -3.8575], [3.3279, 3.7966, -2.4598], [-3.3097, 0.3776, -5.4771], [-2.7429, -0.0953, -4.8518], [-3.5307, -0.2779, -6.1443], [1.4812, 4.4171, -6.2054], [0.9253, 5.1194, -5.8508], [1.6537, 3.8431, -5.4478], [-1.7651, 0.5367, 6.0691], [-1.4669, -0.2952, 6.4703], [-2.0619, 1.0633, 6.8185], [-4.5634, -3.2789, 0.1727], [-3.7819, -2.7323, 0.0558], [-5.2927, -2.6494, 0.1791], [-8.1622, -1.0231, 1.8036], [-7.4571, -1.6619, 1.6641], [-8.9562, -1.5659, 1.8638], [0.9161, 5.3818, -9.0208], [0.3510, 6.0939, -8.7082], [1.0902, 4.8419, -8.2407], [-9.3806, -3.5462, 0.4707], [-8.6662, -3.6050, -0.1719], [-10.1328, -3.2316, -0.0412], [-0.1340, -1.7988, 6.7191], [-0.6152, -2.3941, 6.1305], [-0.4054, -2.0690, 7.6035], [0.9215, 1.9251, -7.7396], [1.4786, 2.6898, -7.5414], [0.2626, 2.2646, -8.3539]],
  "atomic_forces_ev_per_a": [[-0.56, 0.00, -0.12], [1.02, -0.21, -0.31], [-0.45, -0.48, 0.36], [0.39, 0.04, 0.20], [-0.03, -0.04, 0.00], [-0.36, 1.02, -0.20], [-0.50, -0.93, -0.05], [0.00, 0.06, -0.33], [-0.11, -0.02, -0.24], [0.33, -0.43, 0.33], [0.06, 0.20, 0.17], [0.24, 0.91, -0.11], [0.08, 0.06, 0.18], [0.09, -0.11, 0.22], [0.05, 0.02, -0.16], [-0.20, 0.18, 0.08], [-0.10, 0.13, -0.26], [0.04, -0.31, -0.18], [0.23, -0.12, -0.07], [0.17, 0.13, 0.12], [0.26, 0.33, 0.22], [-0.12, 0.09, 0.07], [-0.09, -0.08, -0.26], [-0.23, 0.15, 0.32], [-0.20, -0.61, -0.04], [-0.09, 0.00, -0.24], [0.05, -0.02, 0.00], [0.01, 0.16, 0.19], [0.03, 0.13, 0.10], [0.06, -0.04, -0.14], [-0.08, 0.05, -0.08], [0.04, -0.30, 0.07], [-0.04, -0.13, -0.03], [0.05, 0.22, 0.10], [0.06, 0.10, -0.06], [0.06, -0.11, 0.05], [0.03, 0.04, 0.18], [0.09, -0.18, 0.03], [-0.01, 0.00, -0.06], [0.05, 0.04, 0.03], [0.31, -0.02, 0.40], [-0.12, 0.36, 0.01], [-0.09, 0.11, 0.03], [-0.02, 0.14, -0.02], [0.03, 0.01, -0.04], [0.05, -0.04, 0.05], [-0.20, 0.36, -0.14], [0.09, -0.18, -0.16], [0.03, 0.03, 0.10], [0.32, -0.72, 0.08], [-0.07, -0.20, -0.18], [-0.33, -0.33, -0.28], [-0.21, 1.12, 0.87], [-0.06, -0.74, -0.07], [-0.12, -0.37, -0.09], [-0.16, 0.03, 0.02], [0.01, 0.09, 0.04], [0.07, 0.00, 0.02], [0.19, -0.14, -0.08], [-0.36, 0.12, -0.16], [-0.03, 0.00, -0.02], [0.12, -0.09, -0.03], [-0.04, 0.11, -0.01], [-0.12, -0.02, 0.01], [0.45, 0.25, 0.26], [-0.13, -0.17, -0.12], [-0.21, -0.05, -0.30], [0.09, 0.18, 0.17], [-0.03, -0.08, -0.10], [-0.04, -0.20, -0.22], [-0.14, -0.21, 0.14], [0.01, -0.04, -0.07], [0.01, 0.06, -0.05], [0.05, 0.10, 0.03], [0.06, 0.01, 0.00], [-0.03, -0.05, -0.03], [0.45, 0.46, -0.02], [0.05, -0.02, 0.00], [-0.22, 0.00, -0.04], [-0.08, -0.02, 0.07], [0.13, -0.02, -0.01], [0.02, 0.02, -0.02], [0.08, 0.04, 0.26], [-0.01, 0.00, -0.03], [0.04, -0.03, -0.02], [-0.16, -0.26, 0.48], [0.30, 0.03, -0.22], [-0.05, 0.13, -0.11], [-0.14, 0.07, 0.03], [0.09, -0.14, -0.11], [0.05, 0.06, 0.04], [-0.05, 0.03, 0.08], [-0.01, 0.00, -0.04], [0.02, -0.03, -0.07], [-0.04, -0.09, 0.00], [-0.02, 0.00, -0.04], [0.06, 0.13, 0.03], [-0.03, 0.06, -0.02], [0.01, -0.04, 0.01], [-0.02, -0.02, 0.02], [-0.20, 0.04, 0.07], [-0.11, -0.03, 0.04], [0.09, -0.08, 0.00], [0.31, 0.40, -0.25], [-0.18, 0.01, -0.24], [-0.03, -0.05, 0.01]]
}

4.
{
  "formula": "C7H6BN3O4S",
  "method": "wB97M-V/def2-TZVPD",
  "e_above_lowest_kj_mol": 0.00,
  "spin_multiplicity": 1,
  "symbols": ["O", "N", "O", "C", "C", "C", "C", "N", "S", "N", "C", "C", "C", "B", "O", "O", "H", "H", "H", "H", "H", "H"],
  "xyz": [[-0.6381, 4.1248, -1.5431], [-0.0741, 3.3472, -2.2030], [0.4136, 2.2310, -1.4739], [-0.5091, 1.7341, -0.4851], [-0.3430, 0.2454, -0.3597], [-0.9236, -0.5382, -1.3086], [-0.7855, -1.9414, -1.2155], [-1.2785, -2.8297, -2.0899], [-0.8361, -4.2686, -1.5313], [-0.0369, -3.8654, -0.2124], [-0.0622, -2.5282, -0.1412], [0.5351, -1.6928, 0.8332], [0.4120, -0.3395, 0.7246], [1.1282, 0.5341, 1.8301], [2.4811, 0.4335, 1.9372], [0.4545, 1.3511, 2.7072], [-1.5353, 1.9582, -0.7771], [-0.3194, 2.2388, 0.4615], [-1.4744, -0.0953, -2.1272], [1.0807, -2.1504, 1.6472], [2.8025, 0.7797, 2.7776], [-0.4916, 1.2717, 2.5494]],
  "atomic_forces_ev_per_a": [[-0.52, -0.17, -0.05], [0.87, 0.25, 0.29], [-0.61, -0.39, -0.69], [0.22, 0.21, 0.67], [0.06, -0.24, 0.01], [0.01, 0.19, 0.07], [-0.10, 0.15, -0.35], [0.09, -0.30, 0.19], [-0.14, 0.08, -0.14], [0.17, -0.09, 0.17], [-0.20, 0.03, -0.15], [0.06, -0.21, 0.06], [0.03, 0.47, 0.02], [0.14, 0.02, -0.06], [-0.06, -0.26, 0.26], [-0.14, -0.25, -0.24], [0.04, 0.15, -0.17], [-0.03, 0.04, 0.03], [-0.04, -0.08, -0.07], [0.10, 0.01, 0.00], [0.08, 0.22, -0.11], [-0.05, 0.14, 0.25]]
}

5.
{
  "formula": "C7H6Br2F2O",
  "method": "wB97M-V/def2-TZVPD",
  "e_above_lowest_kj_mol": 103.28,
  "spin_multiplicity": 1,
  "symbols": ["C", "C", "C", "C", "C", "C", "C", "O", "F", "F", "Br", "Br", "H", "H", "H", "H", "H", "H"],
  "xyz": [[1.0906, -0.4020, -1.1143], [1.9308, -0.7294, 0.1214], [0.0639, 0.7536, -0.6227], [1.7723, 0.6456, 0.8347], [-1.3647, 0.3968, -0.2231], [-1.7691, -0.9719, 0.0366], [-1.8478, -0.0346, 1.1667], [0.7385, 1.3777, 0.4458], [-2.9844, 0.6265, 1.6462], [-0.8668, -0.2266, 2.1026], [-2.7142, 1.6485, -1.0255], [-3.2413, -1.8572, -0.7766], [1.6758, -0.0554, -2.0008], [0.5634, -1.1327, -1.5625], [1.6395, -1.5061, 0.7798], [2.9297, -0.8879, 0.0063], [0.0290, 1.3336, -1.5051], [2.3548, 1.0214, 1.6906]],
  "atomic_forces_ev_per_a": [[0.50, 2.63, 0.96], [-2.32, 3.78, -0.03], [-0.28, -2.89, -2.36], [-3.03, 0.10, -0.43], [-0.32, -0.18, 0.72], [-0.38, 0.20, 1.19], [-0.38, -0.59, -2.97], [4.59, -1.30, 1.93], [1.92, -1.10, 0.30], [-0.46, 0.67, 1.32], [0.49, 0.42, -0.32], [0.20, 0.11, 0.05], [0.08, 0.40, 1.13], [-2.07, -3.01, -0.66], [-1.07, -0.71, 0.77], [3.02, -0.33, -0.84], [-0.08, 1.72, -0.27], [-0.39, 0.08, -0.48]]
}

6.
{
  "formula": "C7H6BrNO2",
  "method": "wB97M-V/def2-TZVPD",
  "smiles": "O=CN(O)c1ccc(Br)cc1",
  "e_above_lowest_kj_mol": 97.11,
  "spin_multiplicity": 1,
  "symbols": ["O", "C", "N", "O", "C", "C", "C", "C", "Br", "C", "C", "H", "H", "H", "H", "H", "H"],
  "xyz": [[0.5146, 2.7020, -1.1218], [-0.3854, 2.0874, -1.6745], [-0.8992, 0.8606, -1.2047], [-1.9429, 0.1962, -1.8217], [-0.2164, 0.3271, -0.1222], [-0.9756, -0.2352, 0.9504], [-0.2514, -1.1503, 1.8096], [1.1360, -1.4660, 1.6430], [1.9162, -2.8437, 2.7152], [1.8385, -0.8789, 0.5824], [1.2123, 0.0828, -0.1587], [-0.8455, 2.3588, -2.5743], [-2.8033, 0.7292, -1.7539], [-2.0153, -0.2044, 0.9754], [-0.9483, -1.7042, 2.5308], [2.8155, -1.2485, 0.2690], [1.8500, 0.3872, -1.0439]],
  "atomic_forces_ev_per_a": [[-1.25, -0.73, -0.66], [0.78, -1.23, 1.51], [1.43, 3.39, -0.32], [-1.33, 0.65, -0.18], [0.24, -2.56, 2.57], [4.92, -1.31, -0.74], [-1.01, -0.12, 0.13], [-2.27, 0.21, -0.01], [-0.19, 0.43, -0.31], [-0.29, -0.39, 1.25], [-0.75, 0.14, -2.77], [-0.87, 0.80, -1.63], [1.92, -0.79, 0.32], [-1.55, 0.24, 0.15], [1.66, 0.75, -0.79], [-0.13, 0.36, 0.43], [-1.32, 0.17, 1.04]]
}